A molecular structure, C36H31ClF6N2O4ReS2 at a distorted geometry, computed with ωB97M-V/def2-TZVPD.

```
83
Properties=species:S:1:pos:R:3:forces:R:3
Re 0.105 0.463 0.419 -0.073 0.162 -1.709
Cl 2.982 2.850 -5.916 -0.062 -0.020 0.081
C 2.154 2.549 -4.429 -0.305 0.252 -0.260
C 0.835 3.028 -4.259 0.116 -0.026 -0.097
C 0.152 2.832 -3.085 -0.075 0.064 0.097
C 0.752 2.135 -2.022 -0.009 0.156 0.157
O 0.162 2.082 -0.848 -0.041 -0.301 -0.197
C 2.040 1.602 -2.223 0.043 0.154 -0.411
C 2.639 0.788 -1.257 0.185 -0.449 0.405
N 2.048 0.192 -0.250 0.652 0.023 0.278
C 2.838 -0.646 0.608 -0.133 0.205 -0.280
C 4.000 -1.283 0.282 0.247 -0.152 -0.010
C 4.696 -2.022 1.270 -0.040 0.048 -0.113
C 4.231 -2.104 2.552 -0.034 0.018 0.048
C 3.007 -1.479 2.897 0.105 -0.085 0.140
C 2.436 -1.481 4.193 0.053 -0.036 0.035
C 1.243 -0.850 4.418 0.012 -0.010 0.034
C 0.574 -0.242 3.348 0.061 -0.145 -0.119
N 1.089 -0.219 2.128 0.019 -0.238 0.414
C 2.315 -0.792 1.898 -0.348 0.164 0.170
C 2.754 1.861 -3.426 0.066 -0.231 0.396
H 0.371 3.571 -5.074 0.016 -0.012 0.037
H -0.845 3.231 -2.939 0.047 0.018 -0.045
H 3.701 0.585 -1.373 -0.010 0.005 -0.055
H 4.399 -1.237 -0.725 0.013 -0.033 0.064
H 5.620 -2.514 0.998 -0.016 0.019 -0.003
H 4.783 -2.646 3.310 -0.024 0.028 -0.036
H 2.959 -1.977 5.003 -0.020 0.007 -0.033
H 0.793 -0.821 5.400 0.018 -0.020 -0.022
H -0.396 0.220 3.475 0.057 -0.010 -0.011
H 3.765 1.487 -3.547 -0.047 -0.009 0.024
O 0.017 -1.583 -0.061 -0.130 -0.127 0.042
S 0.448 -2.975 -0.540 0.117 -0.077 0.201
C -1.001 -3.628 -1.426 -0.059 0.124 0.013
C -1.916 -2.546 -2.004 -0.030 -0.060 -0.023
C -3.055 -2.186 -1.051 -0.068 -0.052 -0.049
C -3.858 -0.972 -1.515 0.106 -0.082 0.047
S -3.147 0.587 -0.907 0.020 0.195 0.038
O -1.653 0.244 -0.780 -0.278 -0.153 0.194
C -3.841 0.609 0.719 -0.046 -0.039 0.007
C -3.360 -0.197 1.743 -0.060 0.024 0.087
C -4.013 -0.180 2.964 0.006 -0.006 -0.020
C -5.131 0.627 3.148 -0.029 0.015 -0.040
C -5.596 1.432 2.117 -0.015 -0.035 0.003
C -4.945 1.433 0.890 -0.022 -0.020 0.039
C 1.562 -2.776 -1.893 0.014 0.075 -0.069
C 1.364 -1.823 -2.887 0.106 0.025 -0.070
C 2.252 -1.780 -3.951 -0.002 0.020 -0.004
C 3.312 -2.683 -4.015 -0.034 0.006 0.020
C 3.494 -3.629 -3.015 -0.001 0.008 -0.004
C 2.617 -3.678 -1.939 0.069 0.032 -0.021
H -1.521 -4.270 -0.713 0.000 0.036 0.008
H -0.558 -4.262 -2.193 -0.025 -0.054 0.004
H -2.333 -2.917 -2.942 0.015 -0.023 0.009
H -1.339 -1.656 -2.245 -0.056 0.009 0.000
H -2.664 -2.007 -0.050 0.001 -0.070 -0.038
H -3.736 -3.036 -0.972 -0.019 0.012 0.005
H -4.877 -0.970 -1.127 -0.016 -0.003 -0.043
H -3.906 -0.894 -2.602 0.045 0.014 0.014
H -2.487 -0.822 1.597 0.011 0.042 0.018
H -3.654 -0.799 3.776 -0.014 0.013 -0.011
H -5.637 0.634 4.105 0.012 0.000 -0.025
H -6.456 2.071 2.270 0.021 -0.023 -0.006
H -5.292 2.070 0.083 0.028 -0.036 0.041
H 0.541 -1.121 -2.835 0.056 0.010 0.017
H 2.111 -1.050 -4.739 0.022 -0.028 0.044
H 3.996 -2.648 -4.853 -0.026 -0.005 0.026
H 4.316 -4.331 -3.071 -0.014 0.021 -0.003
H 2.755 -4.406 -1.146 -0.020 0.037 -0.043
C -1.140 4.061 0.992 -0.073 -0.021 -0.049
C -0.797 2.992 2.016 0.132 -0.308 -0.041
O -0.848 1.681 1.495 -0.233 0.721 0.646
C 0.619 3.259 2.591 -0.067 -0.090 -0.074
F 0.864 2.542 3.698 -0.003 0.026 0.045
F 0.805 4.538 2.870 0.013 0.073 0.053
F 1.549 2.895 1.685 -0.001 0.013 -0.047
C -1.843 3.009 3.154 0.015 0.037 0.016
F -1.756 1.925 3.942 0.027 0.001 0.035
F -3.075 3.021 2.640 -0.005 0.050 -0.011
F -1.697 4.086 3.921 -0.005 0.068 0.035
H -0.321 4.191 0.293 0.027 0.009 -0.012
H -1.341 5.004 1.495 -0.001 0.033 -0.001
H -2.028 3.752 0.444 0.013 0.011 0.014
```
Positions in Å, forces in eV/Å.

Summary:
ΔE to the lowest compared entry with this formula, charge and spin   15.1 kcal/mol
LUMO level (spin up / spin down)   -6.255 / -6.322 eV
E_tot   -101620.6917 eV
HOMO (spin up / spin down)   -13.0 / -13.5 eV
M   955.4 g mol⁻¹
Net charge   +2
HOMO-LUMO gap (spin up / spin down)   6.7717 / 7.1294 eV
Spin multiplicity   4